Version 1
Computed, not measured: an isolated ion of composition C4H6NS2 and charge +1, with ωB97M-V/def2-TZVPD.

Structure (XYZ):
```
13
Properties=species:S:1:pos:R:3:lowdin_charge:R:1
C 1.88 -0.69 -0.05 0.0603
C 1.07 0.21 -0.59 -0.2409
C 0.19 1.08 0.25 -0.3490
S -1.51 1.12 -0.46 1.1452
N -1.82 -0.45 -0.93 -0.2568
C -1.87 -1.32 -0.04 -0.8341
S -1.89 -2.39 1.05 0.9630
H 2.71 -1.07 -0.63 0.0818
H 1.77 -1.04 0.97 0.0787
H 1.06 0.37 -1.67 0.1137
H 0.15 0.78 1.29 0.1018
H 0.51 2.12 0.16 0.1042
H -2.25 1.29 0.65 0.0321
```

Properties
Charge: +1
LUMO energy, eV: -5.03
HOMO, hartree: -0.525
Multiplicity: 1
Kohn-Sham gap, eV: 9.2489

Version 2
Computed, not measured: an isolated ion of composition C4H6NS2 and charge +1, with ωB97M-V/def2-TZVPD.

Structure (XYZ):
```
13
Properties=species:S:1:pos:R:3:lowdin_charge:R:1
C 2.10 -0.80 -0.06 0.0253
C 1.14 0.20 -0.62 -0.2005
C 0.13 1.12 0.29 -0.3527
S -1.63 1.14 -0.44 1.0111
N -2.05 -0.44 -1.10 -0.2696
C -2.23 -1.31 -0.03 -0.5491
S -1.75 -2.38 1.25 0.7400
H 3.12 -0.93 -0.67 0.1025
H 1.95 -1.40 0.95 0.0886
H 1.15 0.35 -1.79 0.1200
H 0.08 0.81 1.42 0.1122
H 0.52 2.24 0.17 0.1302
H -2.53 1.41 0.61 0.0420
```

Properties
Charge: +1
LUMO energy, eV: -6.01
HOMO, hartree: -0.492
Multiplicity: 1
Kohn-Sham gap, eV: 7.3664

Quick look at relative energies in kJ/mol: version 1 0.0; version 2 403.9.

Version 1
Computed, not measured: C11H15NO5 in the gas phase, with ωB97M-V/def2-TZVPD.

Structure (XYZ):
```
32
Properties=species:S:1:pos:R:3:lowdin_charge:R:1
C 2.35 -1.73 0.37 0.0227
C 3.31 -0.83 -0.36 -0.5118
O 4.47 -1.13 -0.52 0.1191
O 2.82 0.30 -0.92 0.0023
C 1.84 1.03 -0.17 -0.1756
C 0.63 1.31 -1.05 -0.1661
C -0.32 2.35 -0.45 -0.1522
C -1.33 1.86 0.63 -0.0984
C -1.22 0.43 1.04 -0.0843
C -1.70 -0.69 0.48 -0.0697
C -2.55 -0.86 -0.74 -0.1857
N -1.77 -1.29 -1.90 0.0278
C -1.24 -1.84 1.31 -0.3991
O -1.24 -3.00 1.04 0.1802
O -0.69 -1.34 2.47 0.1406
C -0.48 0.02 2.27 -0.3922
O 0.24 0.66 2.97 0.1755
H 2.34 -1.45 1.43 0.0988
H 1.32 -1.65 0.00 0.0788
H 2.72 -2.75 0.30 0.0972
H 1.57 0.50 0.74 0.0936
H 2.30 1.98 0.14 0.1376
H 0.13 0.38 -1.30 0.0930
H 1.03 1.71 -1.99 0.1237
H 0.29 3.15 -0.02 0.1103
H -0.88 2.80 -1.27 0.1070
H -2.35 2.05 0.28 0.1154
H -1.20 2.47 1.52 0.1202
H -3.33 -1.59 -0.50 0.1260
H -3.06 0.09 -0.94 0.1185
H -1.99 -2.24 -2.16 0.0750
H -1.99 -0.71 -2.71 0.0716
```

Properties
LUMO energy, eV: -0.95
SMILES string: CC(=O)OCCCCC1=C(CN)C(=O)OC1=O
HOMO, hartree: -0.373
Multiplicity: 1
Kohn-Sham gap, eV: 9.2103

Version 2
Computed, not measured: C11H15NO5 in the gas phase, with ωB97M-V/def2-TZVPD.

Structure (XYZ):
```
32
Properties=species:S:1:pos:R:3:lowdin_charge:R:1
C -3.22 -2.18 1.31 -0.0871
O -2.29 -1.12 1.27 -0.0693
C -2.29 -0.31 0.18 -0.2007
C -3.11 -0.45 -0.92 -0.0254
C -3.01 0.44 -1.99 -0.0981
C -2.10 1.47 -1.95 -0.0943
C -1.27 1.63 -0.85 -0.0200
C -1.36 0.75 0.22 -0.1862
O -0.62 0.82 1.37 -0.0299
C 0.50 1.66 1.43 -0.1356
C 1.69 1.13 0.60 -0.3413
O 2.73 2.05 0.75 -0.0235
C 2.05 -0.29 1.08 -0.0840
O 2.50 -1.15 0.03 0.0163
C 3.67 -0.86 -0.56 -0.6123
N 3.98 -1.79 -1.48 0.1933
O 4.36 0.10 -0.30 0.0854
H -4.25 -1.82 1.27 0.0968
H -3.05 -2.68 2.27 0.0937
H -3.05 -2.89 0.50 0.0956
H -3.83 -1.25 -0.97 0.1022
H -3.66 0.31 -2.84 0.1005
H -2.02 2.16 -2.77 0.1015
H -0.57 2.44 -0.83 0.1115
H 0.28 2.69 1.11 0.1314
H 0.80 1.69 2.48 0.1445
H 1.38 1.05 -0.46 0.1532
H 3.54 1.64 0.39 0.0699
H 2.83 -0.21 1.85 0.1471
H 1.17 -0.78 1.48 0.1366
H 4.84 -1.70 -2.00 0.1162
H 3.37 -2.57 -1.64 0.1122
```

Properties
LUMO energy, eV: 0.71
SMILES string: COc1ccccc1OC[C@@H](O)COC(N)=O
HOMO, hartree: -0.299
Multiplicity: 1
Kohn-Sham gap, eV: 8.8454

Quick look at relative energies in kJ/mol: version 1 0.0; version 2 7.2.

Version 1
Computed, not measured: a 2-piece molecular cluster, C8H18OSi overall, with ωB97M-V/def2-TZVPD.

Structure (XYZ):
```
28
Properties=species:S:1:pos:R:3:lowdin_charge:R:1
C 2.75 0.56 1.58 -0.0452
C 1.82 0.56 0.59 -0.2529
C 0.94 0.94 -2.70 -0.1643
C -2.88 1.41 -0.40 -0.1270
C -2.30 0.72 1.92 -0.1678
C 1.24 -3.00 1.22 -0.1107
C 0.83 -0.55 -2.35 -0.2764
C -2.53 0.27 0.55 -0.2241
O 1.31 -2.16 0.07 -0.3236
Si 0.82 -0.69 -0.37 0.6833
H 2.89 1.34 2.24 0.0260
H 3.44 -0.11 1.77 -0.0070
H 1.33 1.59 0.55 0.0648
H 0.13 1.57 -2.70 0.0421
H 1.60 1.43 -2.11 0.0143
H 1.28 0.98 -3.70 0.0625
H -3.80 1.34 -0.95 0.0622
H -2.94 2.36 0.10 0.0607
H -2.17 1.46 -1.18 0.0385
H -1.36 1.39 1.99 0.0973
H -2.21 -0.28 2.56 0.1166
H -3.09 1.33 2.14 0.0281
H 2.10 -3.61 1.14 0.0671
H 0.36 -3.65 1.33 0.0824
H 1.11 -2.25 2.03 0.0870
H 1.67 -1.30 -2.64 0.1000
H 0.00 -0.98 -2.75 0.0060
H -2.36 -0.69 0.06 0.0601
```

Properties
LUMO energy (spin up / spin down), eV: -0.02 / 0.86
HOMO (spin up / spin down), hartree: -0.265 / -0.240
Multiplicity: 1
Kohn-Sham gap (spin up / spin down), eV: 7.1881 / 7.3824

Version 2
Computed, not measured: a 2-piece molecular cluster, C8H18OSi overall, with ωB97M-V/def2-TZVPD.

Structure (XYZ):
```
28
Properties=species:S:1:pos:R:3:lowdin_charge:R:1
C -0.73 0.07 2.58 -0.1726
C 0.09 0.95 1.52 -0.2446
Si 1.33 0.37 0.38 0.6686
O 2.13 1.39 -0.52 -0.2759
C 1.81 2.75 -0.72 -0.1134
C 1.63 -1.37 -0.22 -0.5015
C 0.51 -1.85 -1.09 -0.1513
C 1.92 -2.40 0.92 -0.1119
H -1.41 0.76 3.12 0.0641
H -0.14 -0.54 3.26 0.0479
H -1.32 -0.53 1.98 0.0055
H -0.02 1.94 1.76 -0.0443
H 2.71 3.33 -0.54 0.0889
H 1.05 3.06 0.02 0.0778
H 1.48 2.75 -1.73 0.0801
H 2.63 -1.34 -0.88 0.1438
H 0.77 -2.68 -1.81 0.0996
H -0.22 -2.21 -0.45 0.0439
H 0.06 -1.01 -1.67 0.0800
H 2.67 -2.07 1.64 0.0676
H 2.03 -3.34 0.41 0.0696
H 0.97 -2.23 1.54 0.0830
C -3.56 0.07 -1.43 -0.0667
C -3.04 1.22 -1.87 -0.0720
H -4.58 0.08 -1.06 0.0446
H -2.99 -0.79 -1.34 0.0081
H -3.75 2.17 -1.93 0.0892
H -2.04 1.45 -1.87 -0.0080
```

Properties
LUMO energy, eV: 0.73
SMILES string: C/C=[Si](/OC)C(C)C.C=C
HOMO, hartree: -0.268
Multiplicity: 1
Kohn-Sham gap, eV: 8.0251

Quick look at relative energies in kJ/mol: version 1 179.5; version 2 0.0.

Version 1
Computed, not measured: a 5-piece molecular cluster, C5H20N2O4 overall, with ωB97M-V/def2-TZVPD.

Structure (XYZ):
```
31
Properties=species:S:1:pos:R:3:lowdin_charge:R:1
C 1.56 2.42 0.93 -0.0944
C 0.67 1.23 1.40 -0.2734
C 0.54 0.25 0.28 -0.2506
C -0.65 0.59 -0.70 -0.2230
N -0.39 0.07 -2.03 -0.0109
C -0.88 -0.99 -2.53 -0.2681
N -1.55 -2.00 -1.84 0.0925
H 1.31 2.72 -0.08 0.0576
H 1.40 3.23 1.61 0.0604
H 2.58 2.07 0.91 0.0685
H 1.31 0.58 2.05 0.1161
H -0.23 1.70 1.76 0.0969
H 0.41 -0.81 0.54 0.0899
H 1.45 0.26 -0.36 0.1060
H -0.54 1.68 -0.58 0.0916
H -1.54 0.18 -0.10 0.1142
H -0.88 -1.03 -3.67 0.1347
H -1.73 -1.83 -0.85 0.0429
H -2.34 -2.49 -2.24 0.0826
O 1.24 2.26 -2.77 -0.0812
H 0.34 2.24 -2.45 -0.0014
H 1.38 1.32 -2.96 0.0182
O 2.19 -2.86 -0.78 -0.0600
H 1.28 -2.76 -1.10 0.0285
H 2.65 -2.06 -0.55 0.0094
O -1.01 -0.32 3.55 -0.0603
H -1.71 0.14 4.07 0.0753
H -0.31 -0.43 4.21 0.0559
O -2.51 -1.64 1.26 -0.0579
H -2.07 -2.49 1.10 0.0464
H -1.97 -1.21 1.92 -0.0063
```

Properties
LUMO energy, eV: 0.24
SMILES string: CCCC/N=C\N.O.O.O.O
HOMO, hartree: -0.333
Multiplicity: 1
Kohn-Sham gap, eV: 9.3093

Version 2
Computed, not measured: a 4-piece molecular cluster, C5H20N2O4 overall, with ωB97M-V/def2-TZVPD.

Structure (XYZ):
```
31
Properties=species:S:1:pos:R:3:lowdin_charge:R:1
C -2.04 -0.61 0.08 -0.1265
N -1.65 -0.03 -1.22 -0.0802
C -0.89 1.22 -1.12 -0.3798
C -1.70 2.46 -1.61 -0.0431
C 0.45 1.11 -1.90 -0.1646
N 1.69 1.41 -1.12 -0.0471
C 2.06 0.42 -0.18 -0.2666
O 1.37 0.42 1.11 -0.0949
H -2.33 -1.62 -0.24 0.0833
H -2.96 -0.23 0.57 0.0814
H -1.29 -0.47 0.83 0.0422
H -2.42 0.05 -1.87 0.0952
H -0.62 1.44 -0.09 0.1133
H -2.23 2.90 -0.77 0.0696
H -2.42 2.12 -2.34 0.0659
H -0.99 3.18 -2.00 0.0652
H 0.56 1.84 -2.71 0.1036
H 0.51 0.10 -2.31 0.1080
H 1.52 2.30 -0.67 0.1115
H 3.11 0.44 0.10 0.1163
H 1.74 -0.57 -0.52 0.1083
H 1.55 1.22 1.58 0.0600
O 0.30 -3.28 -0.07 -0.0373
H 1.11 -3.44 -0.56 0.0397
H 0.49 -2.44 0.36 0.0007
O 2.78 -0.97 3.25 -0.0426
H 2.81 -1.76 2.74 0.0175
H 1.92 -0.71 3.55 0.0227
O -1.13 -2.03 2.51 -0.0452
H -0.31 -2.07 2.99 0.0261
H -1.00 -2.42 1.64 -0.0028
```

Properties
LUMO energy, eV: 0.37
SMILES string: CN[C@H](C)CNCO.O.O.O
HOMO, hartree: -0.309
Multiplicity: 1
Kohn-Sham gap, eV: 8.7679

Quick look at relative energies in kJ/mol: version 1 0.0; version 2 51.2.